[1]
C28H43F9OP2Sc | ωB97M-V/def2-TZVPD

Each line ends with the Löwdin charge.
Geometry (Å):
Sc (-1.9144, 0.3787, -2.0352)  0.92
P (-1.7081, 1.5857, -4.2408)  0.79
P (-1.6571, -1.3636, -4.7810)  0.88
F (-4.0578, 0.2769, -1.2818)  0.04
F (-4.5054, -1.5664, -2.4037)  0.14
F (-4.4740, -2.5866, 1.4333)  0.18
F (-2.2723, -3.4207, -1.8121)  0.12
F (-2.2098, -3.8163, 0.3167)  0.18
F (-5.5928, -1.1859, -0.5309)  0.21
F (-4.1274, -0.4369, 1.3498)  0.14
F (-2.4793, -1.7780, 1.8473)  0.17
F (-4.1250, -3.9584, -0.7635)  0.17
O (-2.0057, -1.0979, -0.7768)  -0.15
C (1.2483, -3.5828, -2.1198)  -0.11
C (-2.1892, 3.3463, -4.3166)  -0.25
C (-0.8483, 1.8362, -0.4945)  -0.35
C (0.5175, 1.5076, -0.8249)  -0.25
C (1.7081, -1.1772, -2.8905)  -0.20
C (-2.9737, -3.2517, -0.6535)  -0.48
C (-3.5710, -1.6458, 1.0683)  -0.50
C (3.1493, -1.1243, -3.3185)  -0.10
C (-3.1807, -1.7428, -0.3991)  -0.27
C (-3.1317, -2.4554, -4.7485)  -0.26
C (-2.7507, 1.0403, -5.6692)  -0.40
C (-0.6951, -2.3500, -6.0464)  -0.25
C (2.4413, 0.3763, 0.4268)  -0.03
C (-1.1548, 1.2153, 0.7622)  -0.25
C (-0.0246, 0.4992, 1.1723)  -0.20
C (4.2602, -3.2542, -2.3429)  -0.19
C (-2.2327, -0.2734, -6.1971)  -0.42
C (3.5025, -3.1730, -0.9921)  -0.19
C (0.9764, -2.5122, -3.1215)  -0.23
C (-4.3871, -1.1158, -1.1163)  -0.39
C (-0.0239, 1.6257, -5.0190)  -0.22
C (0.1083, -0.1456, 2.5045)  -0.02
C (1.4006, 2.2887, -1.7171)  -0.03
C (2.0383, -3.4809, -1.0339)  -0.10
C (1.0110, 0.6835, 0.2253)  -0.20
C (-2.2911, 1.6450, 1.5852)  -0.04
C (4.0767, -2.0933, -3.2804)  -0.10
C (-1.7632, 2.8235, -1.1228)  -0.08
H (-1.3980, -2.7298, -6.8112)  0.06
H (1.1403, -2.8566, -4.1555)  0.09
H (1.1952, -0.4175, -3.5085)  0.06
H (2.5885, -0.2915, 1.2851)  0.08
H (-3.0711, -3.1910, -5.5597)  0.06
H (-1.2499, 3.5788, -1.7223)  0.08
H (1.2216, 3.3685, -1.5714)  0.10
H (1.2487, 2.0656, -2.7830)  0.04
H (-2.7240, 1.8220, -6.4394)  0.09
H (0.5550, 0.7188, -4.7987)  0.02
H (-0.0958, 1.7222, -6.1093)  0.07
H (-3.2498, 1.5599, 1.0638)  0.07
H (0.1482, 0.6083, 3.3121)  0.10
H (2.4531, 2.1008, -1.4739)  0.09
H (-2.1740, 2.7104, 1.8341)  0.10
H (-0.1078, -2.2616, -3.0482)  0.04
H (-3.2401, 3.4232, -3.9999)  0.07
H (-2.3701, 1.0994, 2.5328)  0.09
H (3.0144, 1.3021, 0.6307)  0.10
H (1.5498, -0.8392, -1.8593)  0.09
H (1.0109, -0.7606, 2.5606)  0.07
H (1.6195, -3.7129, -0.0336)  0.11
H (-2.6144, 2.3658, -1.7250)  0.04
H (-0.1574, -3.2056, -5.6201)  0.04
H (2.8960, -0.0995, -0.4556)  0.06
H (0.6402, -4.4881, -2.3071)  0.11
H (-1.5586, 3.9549, -3.6590)  0.04
H (-2.2928, 3.3593, -0.3174)  0.11
H (-0.7633, -0.7862, 2.6919)  0.07
H (4.8975, -2.0420, -4.0172)  0.11
H (5.3295, -3.3260, -2.0880)  0.11
H (-3.1681, -2.9771, -3.7879)  0.01
H (0.0315, -1.6968, -6.5604)  0.06
H (0.5248, 2.4839, -4.6152)  0.05
H (3.9443, -3.9171, -0.3044)  0.12
H (-4.0376, -1.8531, -4.8687)  0.05
H (-2.0958, 3.6895, -5.3550)  0.06
H (4.0200, -4.1981, -2.8576)  0.12
H (-1.3815, -0.1131, -6.8748)  0.08
H (3.6722, -2.1890, -0.5176)  0.10
H (-3.7907, 0.9494, -5.3210)  0.09
H (-3.0044, -0.8267, -6.7446)  0.10
H (3.4356, -0.1560, -3.7825)  0.11

Results
Net charge ... +1
HOMO-LUMO gap ... 5.94 eV
Energy ... -3509.88144 hartree
2S+1 ... 1
Relative energy (zero: lowest compared OMol25 entry of this formula, charge and spin) ... 63.5 kcal per mole
E_HOMO ... -9.647 eV


[2]
C28H43F9OP2V | ωB97M-V/def2-TZVPD

Each line ends with the Löwdin charge.
Geometry (Å):
V (-0.0558, -0.2552, -0.2921)  0.99
P (5.6820, -6.0544, -1.2202)  0.95
P (5.7142, -3.2028, -2.1997)  0.91
F (-0.5549, 5.7392, 1.2706)  0.14
F (1.1676, 6.3227, 2.5093)  0.14
F (3.3089, 4.8432, 2.6711)  0.14
F (3.3857, 2.8480, 1.7651)  0.12
F (2.6282, 6.0822, 0.3189)  0.15
F (2.0176, 3.2308, 3.4241)  0.13
F (0.9116, 5.3277, -0.8419)  0.13
F (-0.1647, 4.6924, 3.1448)  0.13
F (2.7710, 4.1767, -0.7646)  0.12
O (0.7624, 3.1289, 0.8285)  -0.15
C (-2.1258, -0.2459, -0.6165)  -0.26
C (-1.1469, -0.8153, 1.4202)  -0.26
C (0.8343, -0.6727, -3.1904)  -0.16
C (0.4098, -1.5920, -2.0944)  -0.13
C (-0.6063, -1.5979, 2.5624)  0.02
C (-2.0065, 2.3589, -0.4312)  0.02
C (0.4354, 5.2622, 2.0667)  -0.47
C (7.3261, -5.4766, -1.9222)  -0.42
C (-0.6984, 1.5358, 2.4033)  0.00
C (6.4441, -7.3585, -0.1503)  -0.26
C (5.2120, -2.5327, -3.8321)  -0.25
C (1.3637, 4.1722, 1.2535)  -0.37
C (2.9941, -0.2571, -1.1545)  -0.17
C (5.2317, -7.1369, -2.6552)  -0.25
C (7.1249, -4.2709, -2.8344)  -0.40
C (-1.1857, 0.6233, 1.3418)  -0.20
C (-2.1726, -2.7832, 0.0275)  0.01
C (0.9973, 1.3540, -1.6479)  -0.11
C (2.0073, 0.8319, -0.8406)  -0.09
C (0.5108, 0.8198, -2.9623)  -0.13
C (-1.7744, 0.9808, 0.0760)  -0.21
C (-2.8754, -0.3428, -1.9010)  0.01
C (1.9430, 4.9668, -0.0284)  -0.48
C (2.5967, -1.6750, -0.6945)  -0.17
C (-1.7889, -1.3531, 0.2441)  -0.26
C (2.5538, 3.7798, 2.2985)  -0.48
C (6.7849, -1.8573, -1.5358)  -0.24
C (1.1796, -2.0463, -1.0040)  -0.13
H (7.3243, -2.2407, -0.6590)  0.06
H (2.7445, -1.7526, 0.3954)  0.13
H (7.1078, -8.0109, -0.7355)  0.07
H (7.0194, -6.8703, 0.6482)  0.05
H (4.7566, -3.3434, -4.4169)  0.05
H (1.9020, -0.7639, -3.4254)  0.11
H (-0.9724, 2.5681, 2.1702)  0.09
H (0.9560, 1.4034, -3.7879)  0.16
H (4.8601, -6.5146, -3.4803)  0.04
H (-1.3862, -1.7200, 3.3236)  0.12
H (0.4016, 1.4734, 2.4687)  0.10
H (4.4664, -1.7392, -3.6990)  0.02
H (0.7905, -2.8853, -0.4103)  0.12
H (7.5139, -1.5451, -2.2954)  0.07
H (-1.4737, -3.4741, 0.5120)  0.09
H (6.8864, -4.5816, -3.8613)  0.09
H (6.1030, -7.7180, -2.9869)  0.07
H (-2.7650, 0.5775, -2.4813)  0.08
H (0.2913, -0.9648, -4.0991)  0.14
H (2.2771, 1.4576, 0.0264)  0.11
H (-2.2336, 2.3466, -1.5036)  0.09
H (7.7917, -6.3081, -2.4701)  0.10
H (-3.1744, -2.9936, 0.4393)  0.12
H (-2.4883, -1.1511, -2.5330)  0.09
H (0.6750, 2.3808, -1.3944)  0.12
H (8.0345, -3.6541, -2.8618)  0.09
H (0.2393, -1.0756, 3.0300)  0.10
H (6.1635, -1.0075, -1.2293)  0.03
H (5.6408, -7.9582, 0.2950)  0.05
H (-1.1006, 1.2552, 3.3861)  0.12
H (3.9263, -0.0062, -0.6250)  0.13
H (-0.5011, -2.1551, -2.3203)  0.11
H (-3.9468, -0.5247, -1.7112)  0.12
H (-1.1064, 2.9678, -0.2723)  0.07
H (4.4373, -7.8190, -2.3278)  0.05
H (6.0795, -2.1407, -4.3771)  0.07
H (-0.5791, 1.0013, -3.0230)  0.12
H (3.3309, -2.3845, -1.1154)  0.08
H (3.2375, -0.2863, -2.2258)  0.10
H (-2.8371, 2.8376, 0.1097)  0.13
H (7.9705, -5.2233, -1.0669)  0.09
H (-2.2004, -3.0372, -1.0367)  0.09
H (-0.2772, -2.5974, 2.2465)  0.09

Results
Net charge ... +2
HOMO-LUMO gap (spin up / spin down) ... 4.92 / 3.26 eV
Energy ... -3692.75356 hartree
2S+1 ... 2
Relative energy (zero: lowest compared OMol25 entry of this formula, charge and spin) ... 0.0 kcal per mole
E_HOMO (spin up / spin down) ... -12.475 / -12.475 eV